ORCA calculation (ωB97M-V/def2-TZVPD) on the molecule CH8ClNSi2.

Computed properties:
**Net charge**: 0
**Gap between HOMO and LUMO**: 10.837 eV
**Energy above the lowest of the compared OMol25 structures with the same formula, charge and spin**: 32.3 kJ/mol
**E_HOMO**: -10.14 eV
**SMILES string**: C[Si@@H](Cl)N[SiH3]

Positions of all 13 atoms, in Å:
C: 1.065 -1.421 1.380
N: -0.842 -0.122 -0.404
Si: -0.994 1.122 -1.768
Si: 0.053 0.011 1.020
Cl: 1.642 1.642 0.489
H: 1.846 -1.726 0.784
H: 1.643 -1.196 2.230
H: 0.400 -2.285 1.519
H: -1.027 -1.081 -0.802
H: -1.759 2.302 -1.245
H: -1.628 0.681 -2.962
H: 0.336 1.590 -2.410
H: -0.736 0.482 2.168

Mulliken charges in e: atom 1 (C): -1.01, atom 2 (N): -0.25, atom 3 (Si): 0.36, atom 4 (Si): 0.39, atom 5 (Cl): -0.40, atom 6 (H): 0.38, atom 7 (H): 0.32, atom 8 (H): 0.32, atom 9 (H): 0.31, atom 10 (H): -0.09, atom 11 (H): -0.15, atom 12 (H): -0.08, atom 13 (H): -0.10

***

ORCA calculation (ωB97M-V/def2-TZVPD) on C16H24BN9PtS2 as an isolated structure.

Computed properties:
**Net charge**: 0
**Multiplicity**: 3
**Gap between HOMO and LUMO (spin up / spin down)**: 7.662 / 6.433 eV
**Energy above the lowest of the compared OMol25 structures with the same formula, charge and spin**: 28.6 kJ/mol
**E_HOMO (spin up / spin down)**: -7.66 / -7.99 eV

Positions of all 53 atoms, in Å:
Pt: -0.741 -0.066 0.670
C: -3.389 -1.602 2.857
N: -2.235 -2.459 2.644
C: -1.573 -3.151 3.628
C: -0.534 -3.771 3.024
N: -0.556 -3.466 1.682
B: 0.577 -4.100 0.771
N: 0.571 -3.472 -0.648
C: 0.163 -4.144 -1.772
C: 0.228 -3.294 -2.822
N: 0.679 -2.093 -2.324
C: 0.799 -0.863 -3.080
C: 0.879 -2.219 -0.997
S: 1.390 -0.942 0.058
C: -1.600 -2.660 1.462
S: -2.108 -1.871 -0.016
H: -3.590 -1.574 3.924
H: -4.250 -1.986 2.315
H: -3.168 -0.595 2.506
H: -1.885 -3.108 4.656
H: 0.237 -4.398 3.435
H: 0.338 -5.273 0.638
H: 1.620 -3.892 1.326
H: -0.137 -5.175 -1.721
H: 0.002 -3.428 -3.864
H: 0.581 -1.081 -4.122
H: 1.808 -0.464 -2.994
H: 0.076 -0.138 -2.706
N: -0.500 1.084 2.511
C: -0.343 0.708 3.607
C: -0.187 0.297 4.909
C: -1.284 -0.348 5.525
N: -2.207 -0.882 5.967
C: 1.052 0.478 5.572
N: 2.061 0.637 6.104
C: 0.298 4.507 -1.317
C: -0.634 3.524 -2.026
C: -0.300 3.463 -3.513
C: -2.092 3.931 -1.840
N: -0.466 2.128 -1.547
N: -0.569 1.973 -0.128
H: 0.200 5.502 -1.753
H: 1.342 4.200 -1.420
H: 0.067 4.602 -0.254
H: -0.449 4.439 -3.974
H: -0.938 2.737 -4.017
H: 0.743 3.178 -3.668
H: -2.269 4.897 -2.312
H: -2.362 4.046 -0.787
H: -2.754 3.193 -2.292
H: 0.479 1.827 -1.774
H: -1.415 2.441 0.182
H: 0.206 2.420 0.363

Mulliken charges in e: atom 1 (Pt): 0.80, atom 2 (C): -0.87, atom 3 (N): 0.30, atom 4 (C): -0.47, atom 5 (C): -0.80, atom 6 (N): 0.38, atom 7 (B): 0.39, atom 8 (N): -0.04, atom 9 (C): -0.42, atom 10 (C): -0.42, atom 11 (N): 0.27, atom 12 (C): -0.88, atom 13 (C): -0.22, atom 14 (S): -0.48, atom 15 (C): -0.26, atom 16 (S): -0.47, atom 17 (H): 0.42, atom 18 (H): 0.30, atom 19 (H): 0.26, atom 20 (H): 0.64, atom 21 (H): 0.49, atom 22 (H): -0.18, atom 23 (H): -0.10, atom 24 (H): 0.47, atom 25 (H): 0.42, atom 26 (H): 0.29, atom 27 (H): 0.32, atom 28 (H): 0.32, atom 29 (N): -0.62, atom 30 (C): 0.57, atom 31 (C): -0.09, atom 32 (C): 0.25, atom 33 (N): -0.56, atom 34 (C): 0.10, atom 35 (N): -0.47, atom 36 (C): -1.74, atom 37 (C): 1.42, atom 38 (C): -1.73, atom 39 (C): -1.74, atom 40 (N): -0.32, atom 41 (N): -0.48, atom 42 (H): 0.46, atom 43 (H): 0.38, atom 44 (H): 0.40, atom 45 (H): 0.43, atom 46 (H): 0.39, atom 47 (H): 0.39, atom 48 (H): 0.45, atom 49 (H): 0.43, atom 50 (H): 0.38, atom 51 (H): 0.37, atom 52 (H): 0.44, atom 53 (H): 0.40

***

ORCA calculation (ωB97M-V/def2-TZVPD) on a 2-piece molecular cluster, C4H5NO overall.

Computed properties:
**Net charge**: 0
**Gap between HOMO and LUMO**: 11.148 eV
**Energy above the lowest of the compared OMol25 structures with the same formula, charge and spin**: 439.4 kJ/mol
**E_HOMO**: -10.32 eV
**SMILES string**: [H]/N=C1\O[C@@H]1C#C.[H][H]

Positions of all 11 atoms, in Å:
N: -1.912 0.802 0.287
C: -1.038 -0.029 0.610
O: -0.614 -0.824 1.598
C: 0.137 -0.807 0.299
C: 1.465 -0.248 0.336
C: 2.584 0.197 0.338
H: -2.576 0.965 1.044
H: -1.061 0.676 -2.055
H: 0.018 -1.734 -0.259
H: -0.574 0.398 -2.547
H: 3.572 0.603 0.349

Mulliken charges in e: atom 1 (N): -0.58, atom 2 (C): 0.50, atom 3 (O): -0.38, atom 4 (C): -0.33, atom 5 (C): -0.57, atom 6 (C): 0.40, atom 7 (H): 0.25, atom 8 (H): -0.15, atom 9 (H): 0.31, atom 10 (H): 0.14, atom 11 (H): 0.41

***

ORCA calculation (ωB97M-V/def2-TZVPD) on C5H10Cl3O2PS as an isolated structure.

Computed properties:
**Net charge**: 0
**Gap between HOMO and LUMO**: 9.777 eV
**E_HOMO**: -9.31 eV

Positions of all 22 atoms, in Å:
C: -2.460 -2.078 -0.694
C: 3.262 0.263 -0.327
C: -2.654 -0.608 -0.316
C: 2.182 -0.416 0.522
C: 0.018 2.365 0.179
O: -1.483 0.256 -0.434
O: 0.927 -0.158 -0.053
P: -0.321 0.577 0.619
S: -0.614 0.014 2.414
Cl: 0.427 2.379 -1.573
Cl: 1.272 2.932 1.177
Cl: -1.581 3.015 0.553
H: -1.993 -2.343 -1.619
H: -1.967 -2.703 0.153
H: -3.436 -2.443 -0.885
H: 3.936 -0.444 -0.758
H: 2.674 0.879 -1.127
H: 3.759 0.847 0.416
H: -3.109 -0.663 0.670
H: -3.379 -0.251 -1.119
H: 2.094 0.105 1.549
H: 2.445 -1.526 0.654

Mulliken charges in e: atom 1 (C): -1.16, atom 2 (C): -0.88, atom 3 (C): -0.25, atom 4 (C): -0.27, atom 5 (C): 0.38, atom 6 (O): -0.22, atom 7 (O): -0.35, atom 8 (P): 0.46, atom 9 (S): -0.33, atom 10 (Cl): -0.11, atom 11 (Cl): -0.07, atom 12 (Cl): -0.12, atom 13 (H): 0.34, atom 14 (H): 0.23, atom 15 (H): 0.45, atom 16 (H): 0.34, atom 17 (H): 0.15, atom 18 (H): 0.28, atom 19 (H): 0.32, atom 20 (H): 0.25, atom 21 (H): 0.29, atom 22 (H): 0.25

***

ORCA calculation (ωB97M-V/def2-TZVPD) on C36H54LiO3P3S2Si as an isolated structure.

Computed properties:
**Net charge**: -2
**Gap between HOMO and LUMO**: 4.625 eV
**Energy above the lowest of the compared OMol25 structures with the same formula, charge and spin**: 0.0 kJ/mol
**E_HOMO**: -0.29 eV

Positions of all 100 atoms, in Å:
Li: -0.264 -1.750 -0.542
C: 3.892 -1.470 3.441
C: 3.304 -1.410 2.033
C: 4.075 -2.284 1.046
P: 1.486 -1.704 1.774
C: 1.107 -3.461 2.281
C: -0.397 -3.580 2.519
C: 1.887 -4.177 3.382
C: 0.693 -0.592 2.983
C: 0.605 -0.821 4.354
C: -0.041 0.085 5.183
C: -0.596 1.232 4.626
C: -0.519 1.443 3.257
C: 0.110 0.535 2.398
Si: 0.037 0.610 0.446
C: -1.396 1.882 0.183
C: -1.219 3.268 0.210
C: -2.213 4.149 -0.187
C: -3.425 3.646 -0.646
C: -3.625 2.273 -0.662
C: -2.636 1.390 -0.227
P: -2.811 -0.447 -0.199
C: -4.190 -0.705 1.032
C: -5.336 0.300 1.090
C: -3.563 -0.851 2.419
C: -3.538 -0.906 -1.842
C: -2.683 -0.282 -2.944
C: -5.030 -0.750 -2.130
C: 1.614 1.699 0.103
C: 2.375 2.278 1.127
C: 3.663 2.753 0.920
C: 4.234 2.661 -0.342
C: 3.484 2.126 -1.380
C: 2.184 1.671 -1.175
P: 1.112 0.962 -2.491
C: 0.790 2.401 -3.643
C: -0.530 3.055 -3.238
C: 1.868 3.467 -3.805
C: 2.219 -0.159 -3.490
C: 3.237 0.385 -4.490
C: 2.858 -1.170 -2.537
H: 4.942 -1.160 3.414
H: 3.858 -2.474 3.862
H: 3.365 -0.800 4.119
H: 3.399 -0.369 1.694
H: 3.910 -3.346 1.237
H: 5.150 -2.095 1.123
H: 3.763 -2.086 0.019
H: 1.290 -3.988 1.337
H: -0.692 -3.112 3.464
H: -0.686 -4.632 2.541
H: -0.973 -3.128 1.710
H: 1.767 -3.708 4.360
H: 2.954 -4.238 3.167
H: 1.513 -5.202 3.467
H: 1.031 -1.721 4.781
H: -0.114 -0.104 6.248
H: -1.104 1.953 5.259
H: -0.986 2.326 2.837
H: -0.257 3.665 0.522
H: -2.038 5.220 -0.163
H: -4.208 4.315 -0.987
H: -4.573 1.888 -1.014
H: -4.584 -1.684 0.730
H: -4.962 1.288 1.369
H: -6.062 -0.005 1.852
H: -5.867 0.398 0.143
H: -3.165 0.105 2.767
H: -2.742 -1.565 2.411
H: -4.309 -1.188 3.146
H: -3.315 -1.983 -1.837
H: -2.877 0.791 -3.037
H: -2.908 -0.757 -3.903
H: -1.621 -0.433 -2.742
H: -5.350 0.293 -2.181
H: -5.646 -1.261 -1.388
H: -5.252 -1.201 -3.103
H: 1.959 2.321 2.127
H: 4.225 3.177 1.746
H: 5.247 3.005 -0.520
H: 3.928 2.070 -2.365
H: 0.639 1.902 -4.611
H: -0.419 3.586 -2.293
H: -1.323 2.319 -3.099
H: -0.850 3.780 -3.993
H: 2.042 3.974 -2.855
H: 1.545 4.220 -4.531
H: 2.822 3.062 -4.143
H: 1.463 -0.702 -4.071
H: 4.064 0.907 -4.007
H: 2.783 1.063 -5.214
H: 3.672 -0.449 -5.050
H: 3.701 -0.722 -2.003
H: 3.220 -2.041 -3.085
H: 2.142 -1.525 -1.792
O: -0.851 -4.335 -2.910
S: -1.184 -3.537 -1.740
O: -0.103 -3.596 -0.693
O: -1.286 -2.076 -2.055
S: -2.905 -4.154 -0.901

Mulliken atomic charge list, values in e, 99 entries: atom 1 (Li): 0.50, atom 2 (C): -1.62, atom 3 (C): 1.09, atom 4 (C): -1.31, atom 5 (P): 1.12, atom 6 (C): 0.78, atom 7 (C): -1.26, atom 8 (C): -1.57, atom 9 (C): -0.01, atom 10 (C): -0.25, atom 11 (C): -0.83, atom 12 (C): -0.90, atom 13 (C): -0.44, atom 14 (C): 0.13, atom 15 (Si): 0.01, atom 16 (C): 0.78, atom 17 (C): -0.28, atom 18 (C): -0.73, atom 19 (C): -0.98, atom 20 (C): -0.41, atom 21 (C): -0.46, atom 22 (P): 1.59, atom 23 (C): 0.43, atom 24 (C): -1.70, atom 25 (C): -1.56, atom 26 (C): 1.28, atom 27 (C): -1.66, atom 28 (C): -1.83, atom 29 (C): 0.79, atom 30 (C): -0.38, atom 31 (C): -0.86, atom 32 (C): -0.96, atom 33 (C): -0.27, atom 34 (C): -0.21, atom 35 (P): 0.80, atom 36 (C): 0.57, atom 37 (C): -1.21, atom 38 (C): -1.81, atom 39 (C): 0.49, atom 40 (C): -1.70, atom 41 (C): -1.45, atom 42 (H): 0.52, atom 43 (H): 0.18, atom 44 (H): 0.33, atom 45 (H): -0.56, atom 46 (H): 0.24, atom 47 (H): 0.46, atom 48 (H): 0.10, atom 49 (H): 0.37, atom 50 (H): 0.26, atom 51 (H): 0.54, atom 52 (H): 0.04, atom 53 (H): 0.22, atom 54 (H): 0.31, atom 55 (H): 0.45, atom 56 (H): 0.10, atom 57 (H): 0.41, atom 58 (H): 0.34, atom 59 (H): 0.33, atom 60 (H): 0.24, atom 61 (H): 0.35, atom 62 (H): 0.36, atom 63 (H): 0.08, atom 64 (H): 0.62, atom 65 (H): 0.28, atom 66 (H): 0.49, atom 67 (H): 0.26, atom 68 (H): 0.27, atom 69 (H): 0.17, atom 70 (H): 0.53, atom 71 (H): -0.48, atom 72 (H): 0.34, atom 73 (H): 0.49, atom 74 (H): 0.04, atom 75 (H): 0.25, atom 76 (H): 0.37, atom 77 (H): 0.47, atom 78 (H): 0.31, atom 79 (H): 0.37, atom 80 (H): 0.40, atom 81 (H): 0.03, atom 82 (H): 0.59, atom 83 (H): 0.24, atom 84 (H): -0.02, atom 85 (H): 0.57, atom 86 (H): 0.29, atom 87 (H): 0.50, atom 88 (H): 0.30, atom 89 (H): 0.53, atom 90 (H): 0.23, atom 91 (H): 0.34, atom 92 (H): 0.50, atom 93 (H): 0.32, atom 94 (H): 0.49, atom 95 (H): 0.21, atom 96 (O): -0.76, atom 97 (S): 1.20, atom 98 (O): -0.70, atom 99 (O): -0.81

***

ORCA calculation (ωB97M-V/def2-TZVPD) on the molecule C4H4O.

Computed properties:
**Net charge**: 0
**Gap between HOMO and LUMO**: 8.754 eV
**Energy above the lowest of the compared OMol25 structures with the same formula, charge and spin**: 512.2 kJ/mol
**E_HOMO**: -8.27 eV

Positions of all 9 atoms, in Å:
C: 0.225 1.570 -0.106
C: -0.692 0.655 0.077
C: 1.602 -0.378 0.003
C: -1.282 -0.508 -0.001
O: 1.521 0.941 0.030
H: 0.304 2.707 -0.236
H: 2.614 -0.645 0.164
H: -1.554 -1.112 0.786
H: -1.567 -0.909 -0.976

Mulliken charges in e: atom 1 (C): -0.19, atom 2 (C): 0.14, atom 3 (C): -0.33, atom 4 (C): -0.42, atom 5 (O): -0.20, atom 6 (H): 0.32, atom 7 (H): 0.19, atom 8 (H): 0.28, atom 9 (H): 0.21